(1)
DFT (the ωB97M-V functional and the def2-TZVPD basis) results for C45H53Cl2F6NO10PS4SbSr as an isolated structure.

XYZ file:
```
124
Properties=species:S:1:pos:R:3:forces:R:3
Sr -0.00882 -0.63568 -0.51858 0.172 -0.030 0.485
Cl 1.07966 2.38158 -0.36573 -0.094 -0.044 0.022
C -0.00408 3.56289 0.32548 0.152 0.092 -0.012
C 0.59422 4.68148 0.88912 -0.011 -0.042 -0.019
C -0.20046 5.68371 1.41475 0.016 0.015 0.019
C -1.58174 5.56367 1.36883 -0.024 0.015 0.014
C -2.15872 4.43748 0.80912 -0.030 -0.011 -0.045
C -1.38455 3.40439 0.27314 -0.031 0.035 0.063
P -2.12989 1.87609 -0.41586 -0.073 0.082 -0.137
C -2.54907 2.34042 -2.12798 -0.058 -0.014 0.034
C -2.27171 3.57945 -2.69139 0.019 0.031 -0.013
C -2.56236 3.81726 -4.02960 0.000 -0.002 -0.006
C -3.14228 2.82525 -4.80455 -0.004 -0.014 0.027
C -3.43127 1.58642 -4.24374 0.004 0.022 -0.036
C -3.12766 1.34402 -2.91709 0.022 -0.042 0.023
C -3.76122 1.92321 0.41850 0.033 0.039 0.022
C -3.76821 1.76806 1.80390 0.002 -0.075 0.058
C -4.95544 1.75779 2.51724 0.001 -0.005 -0.030
C -6.16484 1.89933 1.84672 0.011 0.029 -0.006
C -6.16772 2.07147 0.47054 -0.024 -0.013 0.018
C -4.97389 2.08888 -0.24119 -0.010 -0.035 -0.021
H 1.67298 4.75392 0.90526 0.006 0.005 0.003
H 0.26092 6.55668 1.85687 0.001 0.006 -0.002
H -2.21204 6.34637 1.76937 0.002 0.005 0.004
H -3.23795 4.35287 0.78604 0.019 0.000 -0.016
H -1.81455 4.36125 -2.09737 0.004 -0.002 0.005
H -2.32631 4.77937 -4.46582 -0.001 0.000 -0.002
H -3.35506 3.00884 -5.84969 0.001 -0.001 -0.003
H -3.85461 0.79627 -4.85021 -0.003 -0.003 0.002
H -3.30757 0.35651 -2.50184 0.005 0.013 -0.003
H -2.82296 1.66388 2.32727 0.002 -0.012 -0.009
H -4.94027 1.63780 3.59347 -0.002 0.005 0.005
H -7.09651 1.89210 2.39731 -0.005 -0.009 -0.002
H -7.10473 2.20282 -0.05648 -0.001 0.000 0.005
H -4.99292 2.23235 -1.31390 0.008 -0.006 0.004
O 0.01974 -0.08133 1.93571 0.070 0.084 -0.023
S 0.21249 0.03153 3.41870 -0.077 -0.168 -0.070
C -1.35620 -0.55102 4.13668 -0.012 0.050 0.027
C -1.90381 -1.82297 3.48277 -0.025 -0.007 -0.032
C -3.31070 -1.63079 2.91366 0.046 -0.025 -0.012
C -3.77936 -2.79947 2.05296 -0.042 0.022 -0.003
S -2.86831 -2.85972 0.45551 0.006 0.000 -0.088
O -2.02867 -1.60633 0.45570 0.063 0.069 0.000
C -4.13324 -2.49042 -0.73500 0.031 -0.108 -0.095
C -5.06092 -1.46932 -0.56159 -0.051 0.036 0.012
C -5.87724 -1.12495 -1.62513 0.002 -0.006 0.042
C -5.75058 -1.77948 -2.84686 0.000 0.009 -0.010
C -4.80546 -2.77797 -3.01724 -0.006 0.005 0.003
C -3.98774 -3.13861 -1.95456 0.000 0.033 0.020
C 1.22996 -1.34008 3.93286 0.064 0.051 0.104
C 1.94036 -1.17914 5.11551 -0.002 -0.058 0.005
C 2.69214 -2.23980 5.60150 -0.021 0.049 -0.001
C 2.72841 -3.43824 4.90168 -0.015 -0.026 -0.019
C 2.03463 -3.57532 3.70607 0.109 0.038 -0.027
C 1.29396 -2.51699 3.20229 -0.098 0.026 0.044
H -2.03539 0.29556 4.00699 0.002 -0.016 -0.001
H -1.16043 -0.65560 5.20531 -0.014 0.007 -0.001
H -1.88547 -2.64713 4.19805 -0.008 -0.006 0.003
H -1.25402 -2.09809 2.65437 0.026 -0.019 0.008
H -3.31560 -0.73297 2.29801 -0.020 0.052 -0.005
H -4.03877 -1.47726 3.71544 0.008 -0.025 0.009
H -4.84463 -2.73713 1.83840 -0.001 -0.010 -0.012
H -3.58260 -3.76300 2.52487 0.001 0.007 0.029
H -5.13566 -0.92698 0.37517 0.021 -0.022 0.002
H -6.60510 -0.33337 -1.50700 -0.005 0.018 0.007
H -6.38682 -1.49278 -3.67421 -0.001 -0.005 -0.006
H -4.68487 -3.26385 -3.97546 0.009 0.003 -0.005
H -3.21674 -3.88904 -2.07852 0.009 -0.007 -0.018
H 1.91073 -0.23394 5.64509 0.000 0.005 0.012
H 3.25101 -2.12822 6.52108 0.013 0.006 -0.005
H 3.31497 -4.26392 5.28304 0.000 -0.005 -0.009
H 2.09082 -4.49625 3.14157 -0.002 -0.017 -0.011
H 0.80169 -2.61004 2.24533 -0.016 0.003 0.038
O 2.09794 -3.75895 -1.77396 0.090 -0.121 0.000
Cl 0.88634 -3.65256 -1.04373 -0.194 0.028 0.163
O -0.10102 -2.88773 -1.80944 -0.002 0.080 -0.025
O 0.34258 -4.91686 -0.67788 0.062 -0.032 -0.057
O 1.12381 -2.86007 0.18341 -0.006 0.015 -0.152
F 0.41545 1.78673 -5.29847 0.008 -0.004 0.019
C 1.26583 1.50177 -4.31842 0.103 -0.036 -0.096
F 1.25610 2.50666 -3.43943 0.015 -0.058 -0.061
F 2.49274 1.38664 -4.82543 -0.077 0.040 0.053
S 0.77632 -0.06248 -3.47625 -0.245 0.266 0.057
O -0.54430 0.20586 -2.93143 -0.074 -0.025 -0.060
O 1.75264 -0.20051 -2.41188 0.375 -0.132 -0.104
N 0.90090 -1.10832 -4.58420 -0.062 -0.157 -0.152
S -0.24923 -2.07149 -5.14371 0.055 0.156 -0.020
O 0.32303 -3.32031 -5.51368 0.021 -0.071 0.035
O -1.47719 -2.00859 -4.41224 -0.052 -0.054 -0.011
C -0.62549 -1.25193 -6.75212 -0.047 -0.013 0.013
F -1.45221 -2.03271 -7.45294 0.009 0.045 0.024
F -1.22650 -0.07314 -6.55620 0.029 -0.053 -0.019
F 0.48047 -1.05490 -7.46489 -0.021 0.034 -0.006
C 6.62942 -0.77825 -0.85907 -0.017 -0.027 -0.025
C 5.17667 -0.46941 -1.19605 -0.081 -0.021 -0.170
C 5.05531 0.78820 -2.06034 0.051 -0.014 0.027
Sb 3.76503 -0.26557 0.43269 -0.054 0.133 0.085
C 4.53090 -1.65320 1.91931 -0.041 -0.020 0.038
C 5.85353 -1.36987 2.61930 -0.001 -0.011 0.007
C 4.50165 -3.04042 1.27913 0.005 -0.037 0.023
C 4.36671 1.67390 1.24065 -0.074 0.012 0.064
C 5.84625 1.98291 1.42741 0.033 0.000 0.028
C 3.58535 1.87497 2.54109 -0.064 -0.009 -0.055
H 7.22108 -0.83319 -1.77896 -0.008 0.000 -0.006
H 6.73788 -1.73265 -0.34689 0.006 -0.039 0.024
H 7.07843 -0.01108 -0.23022 0.026 0.060 0.037
H 4.76550 -1.31037 -1.76287 -0.020 0.024 0.009
H 5.54709 1.63635 -1.57655 -0.042 0.028 -0.030
H 4.01594 1.05720 -2.25641 -0.018 -0.002 0.016
H 5.53520 0.64022 -3.03177 0.045 -0.016 0.018
H 3.74707 -1.62351 2.68196 0.004 -0.010 -0.005
H 6.69166 -1.27456 1.92882 -0.011 -0.002 -0.034
H 6.08469 -2.19551 3.30255 0.017 0.003 -0.005
H 5.80613 -0.46089 3.21815 0.008 0.037 0.018
H 5.23022 -3.13141 0.47183 0.032 0.015 -0.024
H 3.52171 -3.27226 0.85870 -0.002 -0.017 0.002
H 4.74632 -3.81000 2.01952 -0.014 0.007 0.011
H 3.96679 2.37684 0.50232 -0.008 -0.029 -0.021
H 6.33282 1.28678 2.10959 -0.002 -0.006 0.013
H 5.96653 2.98773 1.84812 0.005 0.004 0.004
H 6.39615 1.95964 0.48830 -0.007 -0.009 -0.045
H 3.86969 1.13561 3.29521 0.009 -0.025 0.035
H 2.50625 1.78627 2.37513 0.038 -0.018 0.019
H 3.77285 2.86456 2.97166 0.022 0.006 -0.019
```
Forces are in eV/Å.

DFT total energy (eV): -170838.6843
Orbital gap (eV): 7.84
Max |F| (eV/A): 0.52
LUMO level (eV): 0.012
Energy above the lowest of the compared OMol25 structures with the same formula, charge and spin (kcal per mole): 0.0
HOMO (eV): -7.83

(2)
DFT (the ωB97M-V functional and the def2-TZVPD basis) results for C45H53F7GaGeNOSSbTe as an isolated structure at a distorted geometry.

XYZ file:
```
112
Properties=species:S:1:pos:R:3:forces:R:3
Ga 0.72292 0.45986 -1.34602 0.935 0.797 0.390
C 4.94459 -3.01265 3.53661 -0.050 -0.010 -0.180
C 4.91688 -2.78403 2.01916 0.028 -0.172 0.162
C 6.26407 -3.18538 1.40643 -0.150 0.068 -0.003
C 3.83703 -3.66001 1.38429 0.173 0.268 -0.005
C 4.67062 -1.30924 1.75621 -0.194 0.100 -0.050
C 5.65422 -0.37887 2.12283 -0.002 0.137 -0.061
C 5.50891 0.96992 1.88906 0.034 -0.062 0.039
C 4.35890 1.40248 1.25159 -0.387 -0.056 -0.182
S 3.92286 3.01777 0.79557 -0.248 -0.439 -0.138
C 2.46424 2.38525 0.09605 0.665 -0.272 0.612
N 2.28981 1.10052 0.23618 -0.836 0.491 -0.580
C 3.34489 0.50243 0.87278 0.918 0.136 0.842
C 3.49667 -0.85432 1.17624 0.194 0.186 0.358
C 1.58257 3.20703 -0.69642 -0.422 0.114 -0.377
C 1.69838 4.59673 -0.72315 0.020 -0.319 0.048
C 0.91448 5.33390 -1.58636 0.013 0.101 -0.045
C 0.03226 4.68927 -2.43980 0.053 0.020 0.035
C -0.08181 3.30582 -2.41127 -0.140 -0.141 -0.074
C 0.67469 2.55536 -1.53244 -0.246 -0.799 0.065
H 5.11812 -4.06405 3.74807 0.051 -0.174 0.069
H 3.99650 -2.72422 3.98371 -0.118 0.020 0.070
H 5.73048 -2.43058 4.01206 0.106 0.039 0.054
H 6.43130 -4.24925 1.54784 0.023 -0.171 0.043
H 7.09579 -2.65388 1.85865 0.121 0.068 0.042
H 6.25635 -2.97704 0.34087 0.080 0.031 -0.203
H 4.10176 -4.70944 1.48673 0.032 -0.098 0.004
H 3.75350 -3.44231 0.31474 -0.040 -0.233 0.121
H 2.87052 -3.51310 1.85934 -0.191 0.026 -0.010
H 6.55456 -0.72002 2.60956 0.089 -0.049 0.006
H 6.27618 1.67435 2.17033 0.097 0.027 0.078
H 2.66322 -1.51379 1.00645 -0.038 -0.126 0.093
H 2.41745 5.07789 -0.07465 0.008 0.129 0.042
H 1.01313 6.40887 -1.61040 -0.040 0.082 -0.004
H -0.56638 5.26674 -3.12884 -0.052 0.003 -0.078
H -0.76650 2.81718 -3.08977 -0.056 0.061 -0.037
F 1.23632 -3.17641 -0.31040 -0.031 -0.019 0.195
C 0.17674 -2.27403 -0.34401 -1.355 -1.533 -0.394
F -0.63511 -2.70943 0.69645 -0.010 0.028 0.057
H -0.37895 -2.49235 -1.26755 0.327 0.199 0.256
F 4.86614 -1.10029 -1.51289 -1.594 -0.479 0.443
Te 2.89967 -1.51735 -1.61720 3.736 -1.654 -5.234
F 1.05071 -1.40089 -2.68793 -0.077 0.498 0.830
F 2.60477 0.53278 -2.30151 -0.977 -0.546 1.016
F 3.39248 -1.48951 -3.45375 -0.214 0.172 0.657
F 3.09785 -3.44348 -2.09705 -0.064 1.417 1.045
O 0.58692 -1.07230 -0.11842 0.647 1.548 -0.453
C -1.99762 2.90304 2.63214 -0.116 -0.168 0.074
C -1.12669 1.89263 3.34918 -0.037 -0.942 -0.273
C 0.26014 2.46209 3.56068 -0.027 -0.154 0.109
Sb -1.05839 0.01529 2.11313 -0.636 0.444 1.131
C -0.05521 -1.39239 3.56146 -0.421 0.513 -0.424
C 1.37901 -0.99355 3.85288 -0.106 0.003 -0.162
C -0.81894 -1.57088 4.85879 -0.035 -0.064 -0.150
C -3.16665 -0.69221 2.49409 0.748 0.261 -0.162
C -3.78289 -0.13721 3.76017 0.068 -0.168 0.044
C -4.05922 -0.37067 1.30928 0.095 -0.137 -0.058
H -2.18243 3.76549 3.27193 -0.028 0.204 0.043
H -2.95885 2.48201 2.34899 -0.180 0.044 -0.101
H -1.49941 3.25301 1.72931 0.020 0.077 -0.164
H -1.57272 1.61981 4.30490 -0.047 0.036 0.115
H 0.74711 2.65257 2.60416 0.132 0.047 -0.110
H 0.88741 1.79097 4.13844 0.169 -0.006 0.039
H 0.19475 3.40700 4.10037 0.071 0.190 0.050
H -0.05921 -2.33725 3.01833 -0.021 0.016 -0.128
H 1.41691 -0.15266 4.54131 0.057 0.089 0.070
H 1.91684 -0.72474 2.94860 0.105 0.054 0.061
H 1.89749 -1.82739 4.32849 0.120 -0.054 0.062
H -0.93365 -0.62337 5.38423 -0.059 0.068 0.093
H -0.26509 -2.24609 5.51258 0.044 -0.089 0.146
H -1.79853 -2.00786 4.68748 -0.140 -0.006 0.083
H -3.06180 -1.77714 2.57336 0.094 -0.039 0.035
H -3.97603 0.92589 3.65404 -0.021 0.217 0.069
H -3.15180 -0.29426 4.62733 -0.007 0.062 0.191
H -4.74060 -0.62666 3.94313 -0.157 -0.015 0.085
H -4.19948 0.70405 1.20176 0.006 0.138 -0.088
H -5.04611 -0.81428 1.45749 -0.121 -0.042 -0.039
H -3.65197 -0.75242 0.37476 -0.073 0.051 -0.058
C -5.04847 3.06630 -0.90893 0.031 0.069 0.063
C -3.73693 3.24644 -0.50295 0.008 0.110 0.065
C -2.76891 2.32448 -0.86126 0.311 0.002 0.063
C -3.08970 1.22736 -1.64544 0.749 -0.247 -0.034
C -4.41558 1.03183 -2.01045 0.084 -0.347 -0.166
C -5.38983 1.94507 -1.64625 -0.148 0.052 -0.042
Ge -1.68864 0.04566 -2.45733 -1.910 -0.018 -1.136
C -2.55780 -1.73971 -2.71620 0.624 0.520 0.277
C -2.90054 -2.14233 -4.00178 0.121 0.240 -0.157
C -3.54329 -3.35016 -4.21246 -0.069 -0.085 -0.075
C -3.81001 -4.19223 -3.14543 -0.029 -0.015 -0.027
C -3.46393 -3.80743 -1.86033 -0.033 -0.060 0.058
C -2.85850 -2.58042 -1.65086 0.003 0.104 0.255
C -1.39100 0.75087 -4.31266 0.306 -0.192 0.707
C -2.29988 1.61470 -4.91622 -0.195 0.035 0.259
C -2.05907 2.10123 -6.19041 -0.106 0.095 -0.054
C -0.90817 1.73929 -6.87183 0.076 0.018 -0.050
C 0.00382 0.88389 -6.27717 -0.004 0.046 -0.064
C -0.23748 0.39931 -5.00289 0.172 -0.185 0.072
H -5.79693 3.79870 -0.64168 -0.086 -0.002 0.014
H -3.46689 4.11152 0.08620 0.030 0.034 0.077
H -1.74495 2.45207 -0.52921 -0.113 0.127 0.035
H -4.67723 0.15016 -2.57976 -0.145 -0.046 -0.104
H -6.41529 1.79489 -1.95070 -0.077 -0.070 -0.022
H -2.67090 -1.50205 -4.84290 0.019 -0.009 -0.082
H -3.82864 -3.63752 -5.21501 0.024 -0.026 -0.045
H -4.28617 -5.14679 -3.31524 -0.035 -0.069 -0.015
H -3.65546 -4.46670 -1.02403 -0.038 0.028 0.031
H -2.61271 -2.27704 -0.64211 0.027 -0.085 0.062
H -3.19540 1.91573 -4.38512 -0.029 0.044 -0.013
H -2.76645 2.77974 -6.64732 -0.058 0.006 -0.024
H -0.71342 2.13583 -7.85810 -0.019 0.017 -0.068
H 0.91064 0.60346 -6.79272 0.055 -0.023 -0.037
H 0.48666 -0.25494 -4.54220 0.138 -0.111 0.029
```
Forces are in eV/Å.

DFT total energy (eV): -203644.3841
Orbital gap (spin up / spin down) (eV): 6.97 / 4.60
Max |F| (eV/A): 6.64
LUMO level (spin up / spin down) (eV): -0.779 / -3.122
Energy above the lowest of the compared OMol25 structures with the same formula, charge and spin (kcal per mole): 0.0
HOMO (spin up / spin down) (eV): -7.75 / -7.72
Expectation value of S²: 0.756
Spin multiplicity: 2

> max |F| of number 2 (C45H53F7GaGeNOSSbTe)?

6.64 eV/A

> Among the records above, which one has the highest max |F|?

C45H53F7GaGeNOSSbTe

> Among the records above, which one has the highest DFT total energy?

C45H53Cl2F6NO10PS4SbSr